{"formula": "C20H17N3O5S", "method": "ωB97M-V/def2-TZVPD", "symbols": ["C", "N", "C", "S", "C", "C", "O", "C", "C", "C", "C", "C", "C", "O", "C", "O", "N", "N", "C", "C", "C", "O", "C", "C", "C", "C", "C", "C", "O", "H", "H", "H", "H", "H", "H", "H", "H", "H", "H", "H", "H", "H", "H", "H", "H", "H"], "xyz": [[0.840, -1.498, 2.834], [0.666, -0.591, 1.737], [0.108, 0.652, 1.767], [-0.527, 1.384, 3.204], [-1.517, 2.663, 2.376], [-2.686, 2.036, 1.632], [-3.285, 1.091, 2.084], [-3.074, 2.701, 0.368], [-2.130, 3.134, -0.558], [-2.516, 3.723, -1.758], [-3.863, 3.880, -1.982], [-4.816, 3.432, -1.059], [-4.449, 2.827, 0.113], [-6.069, 3.700, -1.538], [-5.882, 4.316, -2.794], [-4.498, 4.435, -3.053], [0.124, 1.193, 0.576], [0.698, 0.315, -0.258], [1.025, -0.744, 0.427], [1.682, -1.962, -0.117], [2.165, -1.731, -1.551], [2.727, -2.911, -2.071], [3.595, -3.527, -1.206], [4.451, -4.501, -1.705], [5.357, -5.127, -0.872], [5.425, -4.779, 0.468], [4.565, -3.827, 0.980], [3.640, -3.205, 0.152], [2.780, -2.291, 0.716], [1.869, -1.464, 3.194], [0.615, -2.513, 2.508], [0.162, -1.208, 3.636], [-0.864, 3.247, 1.734], [-1.913, 3.290, 3.177], [-1.083, 2.939, -0.384], [-1.790, 4.043, -2.486], [-5.175, 2.465, 0.822], [-6.352, 3.704, -3.580], [-6.342, 5.316, -2.788], [0.967, -2.806, -0.119], [1.333, -1.453, -2.197], [2.903, -0.920, -1.543], [4.387, -4.744, -2.754], [6.017, -5.881, -1.271], [6.142, -5.256, 1.118], [4.589, -3.549, 2.022]], "total_charge": 0, "spin_multiplicity": 1, "e_homo_ev": -8.29, "e_above_lowest_kcal_mol": 56.3, "lumo_energy_ev": 0.48, "smiles": "Cn1c(SCC(=O)c2ccc3c(c2)OCO3)nnc1[C@H]1COc2ccccc2O1", "mol_weight_da": 411.439, "e_tot_ha": -1710.95941}


{"formula": "C17H33Cl12N2O2", "method": "ωB97M-V/def2-TZVPD", "symbols": ["C", "C", "C", "N", "C", "N", "C", "O", "O", "H", "H", "H", "H", "H", "H", "H", "H", "H", "Cl", "C", "C", "Cl", "H", "H", "H", "H", "Cl", "C", "C", "Cl", "H", "H", "H", "H", "Cl", "C", "C", "Cl", "H", "H", "H", "H", "Cl", "C", "C", "Cl", "H", "H", "H", "H", "Cl", "C", "C", "Cl", "H", "H", "H", "H", "Cl", "C", "C", "Cl", "H", "H", "H", "H"], "xyz": [[1.164, -3.328, 1.027], [0.111, -2.248, 0.851], [0.513, -0.942, 0.184], [-1.048, -2.488, 1.324], [-2.212, -2.021, 0.558], [-3.128, -1.281, 1.457], [-2.910, -3.333, 0.053], [-3.790, -3.826, 0.774], [-2.510, -3.754, -1.065], [1.432, -3.802, 0.084], [2.025, -2.933, 1.566], [0.717, -4.075, 1.678], [1.550, -0.989, -0.144], [-0.100, -0.661, -0.669], [0.489, -0.170, 0.958], [-1.959, -1.382, -0.290], [-3.037, -0.284, 1.295], [-2.813, -1.444, 2.406], [-0.166, 0.924, -2.496], [-0.543, 2.642, -2.201], [-0.860, 2.905, -0.751], [-2.401, 2.164, -0.253], [-1.370, 2.919, -2.844], [0.329, 3.212, -2.505], [-0.956, 3.978, -0.587], [-0.078, 2.525, -0.098], [0.945, 1.267, -6.168], [-0.827, 1.328, -6.345], [-1.308, 2.725, -6.649], [-1.096, 3.813, -5.252], [-1.271, 0.939, -5.432], [-1.089, 0.665, -7.168], [-2.371, 2.712, -6.882], [-0.775, 3.152, -7.494], [1.691, -2.922, 4.392], [1.222, -4.258, 5.470], [1.521, -5.610, 4.870], [0.483, -5.972, 3.472], [0.164, -4.149, 5.692], [1.786, -4.136, 6.394], [1.338, -6.385, 5.613], [2.557, -5.680, 4.546], [-5.168, 1.575, 2.985], [-6.001, 0.313, 3.930], [-5.203, -0.105, 5.139], [-3.737, -0.989, 4.673], [-6.192, -0.531, 3.271], [-6.955, 0.734, 4.248], [-5.796, -0.775, 5.761], [-4.911, 0.755, 5.738], [3.852, 5.950, -2.523], [2.789, 5.965, -3.954], [1.461, 6.617, -3.669], [0.464, 5.643, -2.561], [2.662, 4.938, -4.289], [3.309, 6.522, -4.731], [0.897, 6.721, -4.594], [1.586, 7.604, -3.229], [3.836, -2.076, -0.106], [5.591, -1.994, 0.166], [5.976, -0.828, 1.041], [5.726, 0.739, 0.228], [6.084, -1.941, -0.802], [5.882, -2.925, 0.652], [7.034, -0.890, 1.291], [5.401, -0.822, 1.964]], "total_charge": -1, "spin_multiplicity": 1, "e_homo_ev": -3.46, "lumo_energy_ev": 1.84, "mol_weight_da": 722.899, "e_tot_ha": -6449.86914}


{"formula": "C8H11NS", "method": "ωB97M-V/def2-TZVPD", "symbols": ["C", "C", "C", "C", "C", "C", "C", "C", "N", "S", "H", "H", "H", "H", "H", "H", "H", "H", "H", "H", "H"], "xyz": [[2.487, -0.781, 0.037], [1.744, 1.481, -0.481], [3.778, -0.359, -0.307], [3.054, 1.758, -0.881], [1.451, 0.142, -0.175], [-3.622, -2.395, 0.841], [-1.139, 0.957, 0.311], [-2.101, 1.611, -0.468], [3.968, 0.830, -0.826], [-0.198, -0.460, -0.335], [2.355, -1.827, 0.338], [1.116, 2.343, -0.306], [4.545, -1.151, -0.136], [3.194, 2.830, -1.159], [-4.614, -2.393, 1.473], [-3.669, -2.128, -0.190], [-0.983, 1.109, 1.370], [-2.940, -3.532, 1.048], [-2.528, 1.175, -1.285], [-2.759, 2.410, -0.124], [-3.139, -1.620, 1.255]], "total_charge": 0, "spin_multiplicity": 1, "e_homo_ev": -8.68, "e_above_lowest_kcal_mol": 59.9, "lumo_energy_ev": 0.54, "mol_weight_da": 153.250, "e_tot_ha": -764.25380}


{"formula": "C24H31N2ORhS4Se2", "method": "ωB97M-V/def2-TZVPD", "symbols": ["Rh", "S", "C", "N", "C", "C", "N", "C", "C", "C", "C", "C", "C", "C", "C", "S", "C", "C", "C", "C", "C", "C", "C", "H", "H", "H", "H", "H", "H", "H", "H", "H", "H", "H", "H", "H", "H", "H", "H", "H", "H", "C", "Se", "C", "C", "Se", "C", "H", "H", "H", "H", "H", "H", "H", "H", "H", "H", "C", "O", "C", "S", "S", "H", "H", "H"], "xyz": [[2.847, 0.220, 0.041], [1.273, -1.425, -0.155], [-0.213, -0.702, 0.142], [-1.314, -1.331, 0.455], [-2.558, -0.578, 0.695], [-2.651, 0.535, -0.306], [-1.434, 1.363, -0.216], [-1.635, 2.825, -0.354], [-2.450, 3.341, 0.804], [-1.994, 3.166, 2.109], [-2.741, 3.638, 3.174], [-3.948, 4.290, 2.941], [-4.403, 4.467, 1.645], [-3.657, 3.987, 0.575], [-0.271, 0.799, -0.053], [1.181, 1.662, -0.185], [-1.422, -2.811, 0.481], [-2.235, -3.285, -0.695], [-1.694, -3.227, -1.979], [-2.447, -3.638, -3.066], [-3.741, -4.110, -2.877], [-4.281, -4.172, -1.602], [-3.529, -3.756, -0.510], [-2.544, -0.195, 1.718], [-3.395, -1.262, 0.580], [-3.509, 1.173, -0.107], [-2.723, 0.143, -1.324], [-2.147, 2.990, -1.303], [-0.660, 3.306, -0.413], [-1.045, 2.671, 2.293], [-2.383, 3.511, 4.187], [-4.528, 4.664, 3.773], [-5.337, 4.979, 1.462], [-4.014, 4.127, -0.439], [-1.890, -3.084, 1.427], [-0.415, -3.222, 0.464], [-0.682, -2.867, -2.131], [-2.022, -3.601, -4.060], [-4.324, -4.439, -3.726], [-5.283, -4.549, -1.454], [-3.947, -3.821, 0.488], [3.464, -1.250, 3.274], [2.548, 0.279, 2.492], [3.850, 1.671, 2.917], [5.213, 1.435, 2.308], [5.145, 1.195, 0.361], [6.124, -0.487, 0.244], [3.968, -0.904, 4.174], [4.173, -1.693, 2.583], [2.701, -1.975, 3.542], [3.909, 1.734, 4.003], [3.396, 2.591, 2.547], [5.707, 0.555, 2.718], [5.853, 2.300, 2.485], [7.115, -0.309, 0.655], [6.191, -0.728, -0.814], [5.615, -1.280, 0.784], [2.484, -0.986, -5.665], [3.071, -0.559, -4.409], [2.328, -0.198, -3.390], [0.702, -0.206, -3.287], [3.508, 0.292, -2.140], [2.759, -2.028, -5.800], [2.937, -0.368, -6.434], [1.406, -0.863, -5.645]], "total_charge": 2, "spin_multiplicity": 1, "e_homo_ev": [-13.50, -13.50], "e_above_lowest_kcal_mol": 14.6, "lumo_energy_ev": [-7.40, -7.40], "mol_weight_da": 752.619, "e_tot_ha": -7623.54920}


{"formula": "C6H8BrF", "method": "ωB97M-V/def2-TZVPD", "symbols": ["C", "C", "C", "C", "C", "C", "F", "Br", "H", "H", "H", "H", "H", "H", "H", "H"], "xyz": [[-0.643, -0.645, -0.091], [-0.340, 0.182, 0.743], [-0.121, -1.721, -2.373], [0.430, 2.381, 1.696], [-1.105, -1.474, -1.261], [0.309, 0.868, 1.835], [0.029, 0.441, 3.043], [2.718, 0.417, 1.807], [-0.364, -2.399, -3.082], [0.937, -1.796, -2.001], [-0.071, -0.761, -2.951], [1.246, 2.722, 2.249], [-0.495, 2.790, 2.210], [0.613, 2.530, 0.599], [-2.031, -1.132, -1.778], [-1.114, -2.403, -0.643]], "total_charge": 0, "spin_multiplicity": 1, "e_homo_ev": -9.50, "e_above_lowest_kcal_mol": 11.3, "lumo_energy_ev": -1.01, "mol_weight_da": 179.032, "e_tot_ha": -2907.17493}


{"formula": "C16H19BN6NiS", "method": "ωB97M-V/def2-TZVPD", "symbols": ["H", "N", "B", "N", "C", "Ni", "H", "C", "H", "C", "H", "C", "H", "H", "H", "N", "N", "N", "N", "C", "C", "H", "H", "C", "C", "C", "C", "H", "H", "H", "H", "H", "S", "C", "C", "C", "C", "C", "C", "H", "H", "H", "H", "H"], "xyz": [[-0.065, 3.044, 0.994], [0.249, 1.710, -0.614], [0.671, 0.661, -2.956], [0.585, 1.847, -1.926], [0.736, 3.168, -2.197], [-0.038, -0.094, 0.180], [1.001, 3.486, -3.204], [0.491, 3.901, -1.035], [0.531, 4.982, -0.911], [0.187, 2.939, -0.060], [1.154, 1.119, -3.970], [-2.207, -2.932, 1.753], [-2.480, -3.293, 2.753], [-1.169, -3.445, 1.564], [-2.836, -3.366, 0.962], [-0.719, 0.080, -3.264], [1.616, -0.423, -2.379], [-1.536, -0.430, -2.303], [1.496, -0.880, -1.109], [-1.336, 0.068, -4.483], [2.630, -1.073, -3.006], [-0.822, 0.436, -5.371], [2.878, -0.836, -4.040], [-2.608, -0.467, -4.313], [3.188, -1.985, -2.111], [-2.674, -0.760, -2.929], [2.442, -1.821, -0.928], [-3.368, -0.632, -5.077], [4.022, -2.663, -2.286], [-3.496, -1.202, -2.361], [2.544, -2.316, 0.038], [-2.279, -1.829, 1.710], [0.330, -1.499, 1.826], [0.200, -0.449, 3.264], [1.245, -0.463, 4.198], [1.144, 0.278, 5.377], [-0.003, 1.036, 5.627], [-1.047, 1.055, 4.696], [-0.948, 0.312, 3.515], [2.128, -1.065, 4.019], [1.950, 0.253, 6.101], [-0.084, 1.600, 6.547], [-1.938, 1.636, 4.899], [-1.769, 0.315, 2.808]], "total_charge": 0, "spin_multiplicity": 3, "e_homo_ev": [-7.97, -8.07], "e_above_lowest_kcal_mol": 0.0, "lumo_energy_ev": [0.60, -0.88], "mol_weight_da": 396.942, "e_tot_ha": -2881.03440}


{"formula": "CH7N6", "method": "ωB97M-V/def2-TZVPD", "symbols": ["C", "N", "N", "N", "N", "N", "N", "H", "H", "H", "H", "H", "H", "H"], "xyz": [[1.967, 0.147, 0.037], [0.829, -2.170, 0.058], [2.025, -2.318, -0.087], [0.038, -1.238, 0.038], [0.748, 0.063, -0.083], [2.880, 1.118, 0.039], [-2.435, -0.034, -0.058], [2.488, -1.136, -0.045], [-1.592, -0.711, -0.013], [3.786, 0.978, -0.266], [2.475, 2.059, -0.071], [-2.053, 0.740, 0.494], [-3.287, -0.546, 0.213], [-2.380, 0.275, -1.065]], "total_charge": 1, "spin_multiplicity": 1, "e_homo_ev": -13.23, "e_above_lowest_kcal_mol": 97.2, "lumo_energy_ev": -4.53, "mol_weight_da": 103.109, "e_tot_ha": -370.44002}


{"formula": "C17H50LiN16O17", "method": "ωB97M-V/def2-TZVPD", "symbols": ["Li", "C", "C", "C", "O", "C", "C", "C", "O", "O", "O", "H", "H", "O", "H", "H", "O", "H", "H", "O", "H", "H", "O", "H", "H", "C", "O", "N", "N", "H", "H", "H", "H", "C", "O", "N", "N", "H", "H", "H", "H", "C", "O", "N", "N", "H", "H", "H", "H", "C", "O", "N", "N", "H", "H", "H", "H", "C", "O", "N", "N", "H", "H", "H", "H", "C", "O", "N", "N", "H", "H", "H", "H", "C", "O", "N", "N", "H", "H", "H", "H", "C", "O", "N", "N", "H", "H", "H", "H", "C", "C", "C", "O", "H", "H", "H", "H", "H", "H", "H", "H"], "xyz": [[-3.111, -0.004, -2.492], [-0.392, -0.078, 1.204], [0.929, 0.194, 1.142], [1.573, 0.619, -0.180], [2.775, 0.983, -0.240], [0.933, 0.446, -1.370], [-0.537, 0.143, -1.439], [-1.311, -0.049, 0.013], [-2.581, -0.193, -0.028], [-1.189, -0.142, -2.406], [1.487, 0.138, 2.289], [-0.858, -0.259, 2.161], [1.481, 0.618, -2.285], [-3.277, -1.642, 2.432], [-3.065, -1.181, 1.620], [-2.506, -2.181, 2.609], [-5.050, 0.297, -1.405], [-5.990, 0.278, -1.582], [-4.986, 0.466, -0.465], [4.290, 1.388, 2.312], [4.302, 1.318, 1.357], [3.400, 1.136, 2.560], [2.880, 4.267, -0.303], [3.643, 4.460, -0.847], [2.937, 3.326, -0.136], [3.551, -3.271, 0.876], [4.222, -4.169, 0.375], [3.797, -1.983, 0.709], [2.496, -3.399, 1.625], [4.637, -1.773, 0.189], [3.061, -1.321, 0.910], [2.102, -2.508, 1.893], [2.188, -4.278, 2.016], [-4.164, -2.925, -2.146], [-3.540, -2.017, -2.703], [-4.244, -4.228, -2.496], [-4.713, -2.829, -0.947], [-3.909, -4.323, -3.445], [-4.892, -4.883, -2.083], [-5.081, -3.636, -0.464], [-4.859, -1.878, -0.639], [-1.134, -4.304, 0.957], [-1.065, -3.704, 1.986], [-1.834, -3.909, -0.052], [-0.447, -5.366, 0.694], [-2.535, -3.183, -0.020], [-1.794, -4.586, -0.800], [0.093, -5.822, 1.416], [-0.606, -5.912, -0.140], [-1.948, 4.005, 0.370], [-2.502, 3.789, -0.693], [-1.801, 3.158, 1.336], [-1.584, 5.216, 0.793], [-2.058, 2.189, 1.212], [-1.383, 3.476, 2.198], [-1.072, 5.148, 1.661], [-1.564, 5.905, 0.055], [4.507, -0.347, -3.088], [5.234, -0.539, -4.051], [3.897, 0.829, -2.990], [4.404, -1.163, -2.185], [3.958, 1.505, -3.738], [3.309, 1.008, -2.189], [4.858, -2.061, -2.271], [3.846, -0.829, -1.412], [0.721, -2.452, 4.740], [0.320, -3.421, 5.452], [1.584, -1.505, 5.031], [0.325, -2.195, 3.552], [1.965, -0.968, 4.265], [2.094, -1.720, 5.875], [-0.365, -2.793, 3.120], [0.640, -1.347, 3.102], [-0.673, 2.577, -4.903], [-1.214, 2.205, -5.966], [-1.280, 2.609, -3.717], [0.475, 3.061, -4.839], [-2.204, 2.222, -3.585], [-0.988, 3.188, -2.943], [1.159, 2.892, -5.563], [0.684, 3.475, -3.942], [1.579, -0.651, -5.656], [1.342, -1.324, -6.588], [2.561, 0.211, -5.641], [0.903, -0.652, -4.542], [3.111, 0.425, -6.460], [2.472, 0.982, -4.995], [0.071, -1.221, -4.485], [1.007, 0.094, -3.869], [-2.086, 4.089, 4.382], [-0.798, 3.346, 4.606], [-0.853, 1.948, 5.219], [0.010, 3.362, 3.431], [-2.698, 3.454, 3.741], [-2.040, 5.128, 4.054], [-2.443, 4.222, 5.403], [-0.227, 3.965, 5.298], [-1.137, 1.158, 4.525], [-1.459, 1.983, 6.125], [0.206, 1.771, 5.405], [0.034, 2.452, 3.127]], "total_charge": -1, "spin_multiplicity": 1, "e_homo_ev": -5.79, "e_above_lowest_kcal_mol": 0.0, "lumo_energy_ev": 0.99, "mol_weight_da": 757.623, "e_tot_ha": -2840.81879}


{"formula": "C4H6N4O2", "method": "ωB97M-V/def2-TZVPD", "symbols": ["C", "C", "C", "C", "N", "N", "N", "N", "O", "O", "H", "H", "H", "H", "H", "H"], "xyz": [[1.624, 0.392, -0.081], [-0.474, -0.417, 1.024], [0.860, -0.723, 0.433], [-0.198, 1.461, -1.260], [1.054, 1.255, -0.818], [-1.282, 0.403, 0.579], [-0.682, -1.001, 2.281], [-0.875, 0.518, -2.132], [-1.862, 0.993, -2.690], [-0.320, -0.555, -2.393], [2.703, 0.457, 0.098], [0.513, -1.268, -0.383], [1.291, -1.365, 1.279], [-0.610, 2.527, -1.085], [-0.117, -1.883, 2.463], [-1.625, -0.792, 2.686]], "total_charge": 0, "spin_multiplicity": 1, "e_homo_ev": [-9.50, -8.34], "e_above_lowest_kcal_mol": 201.3, "lumo_energy_ev": [-1.13, -0.71], "mol_weight_da": 142.118, "e_tot_ha": -525.28808}